# 1
{"formula": "C23H43AlAsCl2N2O3SSi2", "method": "the ωB97M-V functional and the def2-TZVPD basis", "charge": 1, "multiplicity": 1, "e_tot_ev": -152744.652, "elements": ["H", "H", "N", "H", "H", "H", "C", "C", "C", "C", "H", "H", "Al", "C", "H", "H", "C", "C", "H", "H", "S", "H", "H", "H", "H", "H", "C", "C", "H", "O", "H", "H", "O", "H", "Si", "C", "H", "Si", "H", "As", "H", "H", "C", "C", "C", "O", "H", "C", "H", "C", "C", "H", "H", "H", "C", "H", "H", "H", "H", "H", "H", "C", "C", "H", "H", "H", "Cl", "C", "C", "C", "Cl", "N", "H", "C", "H", "H", "H", "H"], "xyz": [[-0.9740, -3.2916, 3.4837], [1.1876, -2.8948, 4.7370], [1.4453, 0.8834, 0.1245], [2.7461, -0.6964, -1.2172], [0.9646, 1.5804, 0.6835], [1.8322, 3.1283, 1.3344], [-3.8582, -1.1819, -2.5093], [1.1917, -3.9761, 1.4855], [2.7286, 2.1337, 3.0430], [-0.5735, -3.6479, -3.0625], [-1.0145, 1.6342, 3.9003], [2.0091, -3.5960, 0.8754], [0.1798, -0.4688, -0.5592], [-0.7734, -2.9785, -5.3627], [-3.7413, 1.9965, -3.5169], [-0.4479, -0.9214, -5.7998], [-0.2583, -2.5422, 3.1398], [1.5635, -4.1155, 2.9660], [-5.9349, 1.3410, -1.5367], [-3.4154, 3.4788, 0.4311], [-0.1235, -2.7174, 1.3364], [-3.0236, -1.3616, -3.1927], [5.3337, 1.1613, 0.1961], [-2.8131, 2.7118, -2.1932], [-3.9917, 2.1428, 3.5002], [-5.0418, 1.8616, -0.1088], [-2.4596, 3.3820, 0.9489], [0.0904, -0.0091, -3.3490], [5.3073, 2.3055, 1.5230], [-0.0095, -2.0458, -1.4278], [3.4264, 3.7158, 1.7489], [-4.7736, -1.1676, -3.1048], [0.6847, -1.4403, 0.9872], [-5.6943, 0.2236, -0.1900], [-3.6093, 0.4346, -1.5575], [-0.7398, 1.6884, 2.8452], [4.2004, -0.5633, -0.2255], [-2.2873, 1.6653, 1.7283], [0.1019, 0.7365, -4.1481], [-2.1003, -0.0787, 0.1732], [3.7260, 1.9414, 3.4399], [4.8531, 3.0122, -1.4257], [-0.8281, -3.9705, -4.3752], [3.4731, 0.0000, -0.8091], [5.2449, 3.2190, -0.4293], [0.3337, 0.3944, -2.1932], [-3.5852, 0.4247, 3.4604], [-0.4712, -1.6866, -5.0339], [-2.0793, 1.4856, -3.2271], [-5.2238, 1.0164, -0.7740], [-0.2415, -2.3366, -2.6744], [-4.6646, 1.1009, 2.2415], [2.2038, 1.1820, 2.9539], [-1.0753, -4.9874, -4.6461], [-3.7727, 1.3017, 2.8378], [2.6287, -4.3129, 3.0800], [-0.1682, 2.6106, 2.7097], [4.8413, 4.1731, -0.0907], [-1.6689, 3.5561, 0.2156], [2.1913, 2.7593, 3.7545], [0.8213, -4.8986, 1.0453], [4.8914, 2.0934, 0.5372], [1.1474, -2.8170, 3.6513], [-3.9177, -2.0266, -1.8211], [3.9952, 0.4902, -1.6302], [1.0212, -4.9543, 3.4049], [-1.1078, -3.3972, -7.0041], [-3.0060, 1.7857, -2.7372], [2.8182, 2.8158, 1.6801], [-0.1983, -1.3477, -3.6939], [-0.7007, -4.8563, -1.8377], [3.4444, 1.9342, 0.6934], [-2.4102, 4.1722, 1.7015], [2.7419, 0.9987, 0.0519], [6.3279, 3.3191, -0.5003], [-0.0824, 0.8411, 2.6299], [-0.6392, -1.5445, 3.3493], [1.8021, -2.0022, 3.3351]], "atomic_forces_ev_per_a": [[0.0, 0.0, 0.0], [-0.1, 0.0, 0.0], [-0.2, -0.1, 0.0], [0.1, -0.1, -0.1], [0.1, 0.0, 0.1], [0.0, 0.1, 0.0], [0.1, 0.2, 0.1], [-0.1, 0.0, 0.1], [0.0, 0.0, -0.1], [-0.1, -0.2, -0.1], [0.0, 0.0, 0.0], [-0.1, 0.0, -0.1], [-0.5, 0.4, 1.0], [0.0, 0.2, -0.1], [0.0, 0.0, 0.0], [0.0, 0.0, 0.0], [0.1, 0.0, -0.1], [0.1, 0.1, 0.0], [0.0, 0.0, 0.0], [0.0, 0.0, 0.0], [0.0, -0.2, 0.5], [0.0, 0.0, 0.0], [0.0, 0.0, 0.1], [0.0, 0.0, 0.0], [0.0, 0.0, 0.0], [0.0, 0.0, 0.0], [0.0, -0.3, 0.0], [0.1, 0.0, 0.0], [0.0, -0.1, 0.0], [0.4, -0.4, -0.3], [0.0, 0.0, -0.1], [0.0, 0.1, 0.0], [0.2, -0.1, -0.2], [0.0, 0.0, 0.0], [-0.1, 0.1, -0.1], [-0.1, -0.1, -0.3], [0.0, 0.0, 0.0], [-0.1, 0.2, 0.2], [0.0, 0.0, 0.0], [-0.2, 0.1, 0.2], [0.0, 0.0, 0.0], [0.0, 0.0, 0.0], [0.1, 0.2, 0.2], [-0.2, 0.1, 0.1], [0.0, -0.1, 0.1], [0.1, 0.4, -0.8], [0.0, 0.0, 0.0], [0.0, 0.0, -0.1], [0.0, 0.0, 0.0], [0.2, -0.1, -0.1], [0.0, 0.5, 0.1], [0.0, 0.0, 0.0], [0.0, 0.0, 0.0], [0.0, 0.0, 0.0], [0.1, 0.1, -0.2], [0.0, 0.0, 0.0], [0.0, 0.0, 0.0], [0.0, 0.0, 0.0], [0.0, 0.0, 0.0], [0.0, 0.0, 0.0], [0.0, 0.0, -0.1], [0.1, 0.2, -0.2], [0.1, -0.1, -0.1], [0.0, 0.0, 0.0], [0.0, 0.0, 0.0], [0.0, 0.0, 0.0], [0.0, -0.1, 0.0], [0.0, -0.2, 0.2], [0.0, -0.1, 0.2], [-0.1, -0.5, 0.0], [0.0, -0.1, 0.0], [0.1, 0.0, 0.1], [0.0, 0.0, 0.0], [0.0, -0.1, -0.1], [0.0, 0.0, 0.0], [0.0, 0.0, 0.1], [-0.1, 0.0, -0.1], [0.0, 0.0, 0.1]]}


# 2
{"formula": "C23H43BCdCl2F4N3O4Si", "method": "the ωB97M-V functional and the def2-TZVPD basis", "charge": -1, "multiplicity": 1, "e_tot_ev": -86255.412, "elements": ["C", "O", "Cl", "H", "H", "C", "C", "H", "N", "C", "F", "C", "C", "C", "H", "H", "C", "H", "H", "C", "H", "H", "H", "Cd", "C", "H", "H", "H", "F", "H", "H", "H", "Si", "C", "H", "B", "H", "O", "H", "C", "F", "H", "H", "O", "H", "H", "H", "C", "H", "H", "H", "C", "H", "C", "H", "C", "N", "H", "O", "H", "C", "H", "C", "C", "F", "H", "C", "C", "H", "H", "H", "N", "C", "H", "C", "H", "H", "Cl", "H", "H", "H", "H"], "xyz": [[3.0871, -2.3112, -3.0592], [2.5523, 0.0422, -0.3913], [-1.0737, 1.8620, -1.1424], [-1.9670, -4.1043, 2.3421], [-0.6804, 5.5371, 3.3571], [-1.0748, -3.4994, -1.5063], [1.4164, 6.2956, -2.8911], [2.1679, -2.7639, -3.4631], [0.1180, 3.6451, 2.9079], [-2.3092, -5.4167, -0.7129], [-1.1315, -1.1676, 4.0008], [-0.5102, -2.9375, -5.8431], [1.1703, 3.4384, 3.8921], [-0.1665, -2.5640, 1.5971], [-2.7106, -0.6174, -4.1295], [1.9437, -2.8636, 2.9440], [-1.0869, -2.0638, -2.0742], [3.0345, 0.3060, -3.9358], [-1.1713, 4.4030, -1.9204], [2.9308, -0.9476, -1.0507], [-2.5273, 5.4805, -2.3325], [-2.0178, 8.2280, -3.7570], [-3.2632, -5.9101, -0.5114], [0.2816, 0.2718, 0.1931], [0.1278, -4.1509, -1.2451], [1.6751, 2.4901, 3.6881], [0.5121, -3.2224, -6.1342], [-0.8507, -5.4625, 2.6276], [-1.0207, 1.1403, 4.3273], [-1.2745, -0.4481, -5.1353], [-2.0749, -1.6429, -1.7949], [3.4202, -1.8226, -0.5774], [-0.4198, 6.3803, -3.2434], [-1.4758, 5.4568, -2.0134], [-0.8699, 8.7081, -2.4885], [-0.5919, 0.0531, 3.5501], [-1.4117, 5.9183, -1.0187], [0.7372, -1.7951, 1.2113], [1.9061, 4.2544, 3.8352], [2.2721, 0.0231, -3.1938], [-1.0857, 0.2524, 2.1759], [0.7322, 3.4465, 4.8975], [1.3708, -0.3123, -3.7266], [-0.0655, -1.3464, -1.5897], [-1.2273, -4.3413, 3.9632], [-1.8010, 4.4112, 2.5654], [2.0326, 0.8723, -2.5458], [-0.6473, -2.9561, -4.3565], [-1.1754, -3.6860, -6.2977], [3.7836, -2.1285, -3.8898], [-1.3559, 4.1960, 4.2946], [-1.6099, -0.6401, -4.1115], [3.5449, -2.9981, -2.3358], [-1.1026, -6.0715, -0.4475], [1.8314, -4.6314, 2.6897], [1.3285, -3.7505, 3.1092], [0.0361, -3.5634, 2.4668], [-1.1134, -7.0739, -0.0203], [1.0958, 2.2465, 1.4023], [-0.6038, 3.2984, 0.9917], [0.1974, 3.0511, 1.7122], [1.0626, -3.6245, -1.4489], [-0.9683, 8.1677, -3.4403], [-1.0648, -4.4166, 2.8808], [0.8145, -0.0112, 3.5181], [1.7590, 5.2530, -2.8953], [0.1166, -5.4407, -0.7154], [-2.2908, -4.1284, -1.2444], [1.0644, -5.9438, -0.5239], [-0.3579, 8.6907, -4.1889], [1.1758, -3.9384, 4.1782], [2.7826, -1.0669, -2.3770], [-0.9973, 4.4881, 3.3027], [-0.3517, -3.8986, -3.8856], [-1.1112, -1.9531, -3.6014], [1.9807, 6.8485, -3.6542], [-1.2220, -2.4631, 1.2565], [-0.7017, 5.4068, -5.0593], [-3.2084, -3.5895, -1.4812], [-0.7417, -1.9635, -6.2938], [1.6460, 6.7334, -1.9112], [-1.2848, 0.1750, -3.4500]], "atomic_forces_ev_per_a": [[0.0, 0.1, 0.1], [0.6, -0.9, -0.5], [0.0, 0.1, 0.0], [0.2, -0.1, 0.2], [0.0, 0.0, 0.0], [-0.4, 0.5, -0.7], [0.0, 0.0, 0.0], [0.2, 0.2, 0.2], [0.1, 0.1, 0.2], [0.1, 0.0, 0.0], [0.1, 0.4, 0.0], [0.1, -0.2, -0.4], [0.1, 0.1, 0.0], [0.6, 0.8, -0.3], [0.2, -0.1, 0.1], [-0.2, -0.1, 0.1], [-0.6, 0.0, 0.2], [-0.1, 0.0, 0.2], [-0.1, 0.3, 0.0], [-0.9, 0.7, 0.0], [0.2, 0.0, 0.1], [0.2, 0.0, 0.1], [0.3, 0.1, 0.0], [-0.1, -0.7, -0.7], [-0.1, -0.2, 0.1], [-0.2, 0.1, 0.1], [-0.2, 0.1, 0.0], [-0.1, 0.1, 0.0], [0.1, -0.3, -0.2], [0.0, 0.1, 0.2], [-0.3, -0.1, 0.3], [-0.2, 0.3, -0.1], [0.0, -0.1, 0.3], [0.1, 0.1, 0.0], [0.0, -0.1, -0.1], [0.1, -0.1, -0.3], [0.0, -0.1, -0.1], [-0.9, -0.8, 0.5], [-0.1, -0.1, 0.0], [-0.3, -0.1, 0.0], [0.3, 0.0, 0.5], [0.1, -0.2, -0.3], [0.1, 0.1, 0.3], [1.3, 1.1, 0.7], [0.0, 0.1, -0.2], [0.1, -0.1, 0.2], [0.0, -0.2, -0.2], [-0.2, 0.3, 0.1], [0.1, 0.1, 0.0], [-0.1, -0.1, 0.2], [0.0, -0.1, -0.2], [0.0, 0.3, -0.1], [-0.1, 0.1, -0.3], [0.0, 0.0, 0.1], [0.0, 0.1, 0.0], [-0.2, -0.2, -0.2], [-0.1, 0.0, 0.0], [0.0, 0.2, -0.1], [-0.6, 0.6, 0.2], [0.1, -0.1, 0.3], [0.3, -0.8, -0.3], [-0.3, -0.1, 0.1], [0.0, 0.0, -0.1], [0.1, 0.1, -0.2], [-0.5, 0.1, 0.0], [-0.1, 0.2, 0.0], [-0.2, 0.2, -0.1], [0.3, -0.3, 0.0], [-0.2, 0.0, 0.0], [-0.1, -0.1, 0.1], [0.0, 0.2, -0.1], [0.5, 0.0, 0.2], [0.3, 0.2, -0.3], [-0.1, 0.3, 0.0], [0.4, -1.1, 0.1], [-0.1, -0.1, 0.1], [0.6, 0.0, 0.1], [0.0, 0.1, -0.2], [0.1, -0.2, 0.1], [0.1, -0.3, 0.1], [0.0, -0.1, -0.1], [0.0, -0.2, -0.1]]}


# 3
{"formula": "C23H43BCl2F4N3O4SiV", "method": "the ωB97M-V functional and the def2-TZVPD basis", "multiplicity": 3, "e_tot_ev": -107372.600, "elements": ["C", "H", "H", "H", "C", "H", "C", "C", "N", "H", "C", "C", "H", "O", "H", "H", "H", "H", "F", "O", "H", "H", "H", "H", "C", "Si", "C", "C", "H", "H", "C", "H", "H", "H", "H", "H", "H", "C", "O", "H", "C", "H", "H", "H", "H", "C", "H", "H", "F", "H", "C", "F", "H", "B", "O", "H", "F", "H", "H", "H", "C", "H", "H", "C", "H", "N", "C", "C", "C", "C", "H", "C", "H", "Cl", "V", "C", "N", "Cl", "H", "H", "H", "C"], "xyz": [[1.4425, -3.2062, 2.6327], [2.0867, -2.5546, 3.2890], [-2.7443, -0.7943, -6.1542], [-1.8994, 4.5026, 3.3418], [-1.2604, 4.0588, 4.1190], [-0.6632, 2.2959, -4.8927], [2.9529, -2.1249, -3.4800], [0.3804, -1.2124, 1.8683], [-0.0525, 3.4730, 3.5391], [3.8177, -2.1255, -4.1730], [1.1760, 3.5705, 4.3285], [-0.7992, -1.9445, -4.9649], [2.7137, -1.8832, -1.0615], [-0.8785, 0.6674, -2.8999], [1.7582, 3.1492, -1.3574], [-3.3779, -1.9881, -1.1785], [-0.6048, -0.6996, 1.6671], [2.0306, -2.3844, -4.0371], [-1.8773, 0.5451, 2.8951], [1.5908, -0.7763, 1.8222], [2.0057, -3.4580, 1.6793], [0.9492, 4.2746, 5.1364], [2.0118, 2.7216, -3.0559], [0.2002, -1.4181, -6.7663], [-1.7547, -0.5696, -2.9702], [-0.5415, 2.2881, -2.5486], [-1.6757, -1.0000, -4.4494], [-2.3535, -0.0983, -5.3997], [0.1907, -3.0714, -6.3385], [0.5404, -1.4775, -2.5902], [2.7484, -0.8114, -1.5145], [-0.8842, -3.9787, 3.2552], [3.4190, 1.2180, -3.3718], [1.8825, 0.5968, -4.2083], [-2.3855, 3.2681, -0.9331], [1.3115, -3.6410, -1.4547], [1.3797, 4.2719, -2.5757], [-1.9850, -3.5120, -0.4777], [0.9721, 2.1432, 2.0355], [-0.3128, -2.6685, -4.3004], [-0.6595, -3.9897, -0.5304], [-1.2493, -2.3633, -7.2166], [1.4199, 2.5740, 4.7390], [-3.1924, 0.5074, -5.0196], [2.0102, 3.9461, 3.7087], [-1.0727, -2.9811, 2.8296], [-2.7257, -3.9885, 0.1686], [-0.3594, -4.9522, -0.0878], [-1.9247, -0.9066, 4.6765], [-1.0823, 2.5358, 2.0214], [2.8949, 0.3546, -3.8161], [-0.0281, 0.3203, 4.2675], [-2.7702, -0.3679, -2.5729], [-1.4402, 0.3407, 4.2317], [2.8296, 0.2814, -0.7770], [3.4669, -0.0069, -4.6871], [-1.9338, 1.3514, 5.0420], [-1.4294, -2.2808, 3.6102], [-1.7996, 3.2736, 4.6719], [-1.5925, 0.5336, -5.9172], [0.2874, -3.2640, -1.2866], [-0.8106, 3.4273, -0.1713], [3.1247, -2.7843, -2.6031], [-0.0758, 2.6667, 2.4772], [-0.9802, 4.8393, 4.8403], [2.7921, -0.7902, -2.8770], [-1.3555, 2.8096, -4.1618], [-1.4424, -1.7171, -2.0292], [1.2929, 3.1831, -2.3590], [-0.4921, -2.2026, -6.4120], [1.1503, -4.1419, 3.1569], [-1.3214, 3.4728, -1.1412], [-1.3282, 3.9057, -4.4163], [3.8439, 2.2868, 1.3076], [2.1946, 0.9185, 1.0830], [-0.1203, -2.1115, -1.9812], [0.1847, -2.4730, 2.2927], [0.1204, 0.4105, 0.0760], [-1.3463, 4.5575, -1.3599], [-1.8320, -3.0552, 2.0383], [-2.4418, 2.4639, -4.2076], [-2.3773, -2.4071, -1.2429]], "atomic_forces_ev_per_a": [[0.0, -0.1, -0.2], [-0.6, -0.8, -0.7], [-0.2, 0.5, -0.2], [0.2, -0.2, 0.2], [-0.6, -0.2, 0.2], [-1.2, 0.4, 0.2], [-0.3, 0.2, 0.2], [-1.2, -2.3, 2.1], [0.4, -0.5, -0.5], [-0.4, -0.1, 0.5], [0.1, -0.1, 0.0], [-2.4, 1.0, 1.6], [-0.1, 2.2, -0.5], [-0.1, -1.6, 0.9], [-0.5, -0.6, -0.2], [-0.1, -0.4, 0.0], [1.7, -0.2, 0.8], [0.5, -0.1, 0.3], [0.1, 0.0, 0.1], [-0.7, -0.7, 0.5], [-0.6, 0.3, 1.2], [0.4, -0.3, -0.1], [-0.1, 0.2, 0.3], [-0.4, 0.1, -0.1], [0.0, 0.3, 0.7], [-0.6, 2.5, 0.9], [2.1, -0.8, 0.3], [-0.2, 0.0, -1.5], [-0.6, 0.1, -0.7], [-0.1, -0.6, 0.6], [0.6, 3.1, 1.0], [-0.2, 0.4, -0.2], [-0.5, -0.5, 0.0], [0.6, 0.1, 0.5], [0.2, -0.3, 0.0], [-0.6, 0.1, 0.5], [-1.0, -0.6, -0.2], [0.3, 0.0, -0.2], [0.3, 0.4, 0.7], [-0.3, 0.6, -0.1], [0.2, 0.3, -0.8], [0.2, 0.2, 1.1], [0.0, 0.5, -0.1], [0.6, -0.3, 0.0], [-0.4, -0.3, 0.3], [-0.6, 0.4, 0.1], [0.3, 0.0, -0.3], [-0.3, 0.7, 0.1], [-0.1, 0.3, 0.2], [0.8, -0.1, 0.0], [-0.3, -0.3, 0.1], [-0.1, 0.1, -0.1], [0.2, 0.9, -1.2], [-0.1, -0.5, 0.1], [0.1, -3.6, -2.4], [-0.1, 0.2, 0.5], [0.0, 0.1, 0.2], [0.1, -0.7, -0.4], [0.1, 0.5, -0.3], [-0.8, -0.2, 0.4], [-0.4, 0.0, -0.4], [0.1, -0.4, -0.3], [-0.1, -0.1, -1.2], [-0.5, 0.8, 0.4], [0.0, -0.2, -0.5], [0.7, -0.6, 1.6], [0.2, 1.0, -0.7], [1.2, -0.1, 0.4], [0.2, -1.1, -0.6], [1.4, -0.3, -0.2], [0.4, 0.7, -0.4], [-0.7, -0.8, 0.1], [0.0, -0.9, 0.4], [1.4, 0.7, 0.2], [-3.2, -0.8, -1.2], [0.6, -0.6, -0.1], [2.6, 0.7, -0.1], [-0.4, 2.0, -2.9], [0.4, -0.5, -0.7], [0.3, 0.0, 0.3], [1.7, 0.3, -0.1], [0.5, 0.6, 0.0]]}


What did we get for M? Answer: 656.657; 723.822; 662.354 g mol⁻¹, in the order shown.